1.
C5H16N4PtS4Sb | ωB97M-V/def2-TZVPD

The geometry in XYZ format:
```
31
Properties=species:S:1:pos:R:3
Pt 0.041 1.439 -0.958
S -0.516 1.325 -5.572
Sb 0.791 2.653 -4.132
S 1.476 0.850 -2.570
S -0.951 2.826 -2.374
C -0.427 -3.214 -0.026
C -0.757 -1.725 0.037
C 0.461 -0.955 0.580
C -1.993 -1.469 0.888
N -1.027 -1.323 -1.353
N -1.357 -0.005 -1.588
H -0.216 -3.583 0.978
H 0.455 -3.401 -0.646
H -1.267 -3.781 -0.428
H 0.729 -1.305 1.580
H 0.220 0.124 0.699
H 1.333 -1.082 -0.063
H -1.811 -1.811 1.907
H -2.852 -2.017 0.497
H -2.252 -0.404 0.951
H -0.369 -1.675 -2.037
H -2.213 0.257 -1.100
H -1.497 0.142 -2.588
N 0.695 2.157 2.700
C 1.640 2.339 1.793
N 2.901 2.094 2.073
S 1.256 3.027 0.214
H 0.911 1.901 3.655
H -0.221 2.537 2.523
H 3.216 1.834 2.998
H 3.602 2.246 1.363
```

net charge	+2
E_LUMO (alpha / beta)	-8.91 / -8.98	eV
gap between HOMO and LUMO (alpha / beta)	6.483 / 6.318	eV
multiplicity	2
expectation value of S²	0.7552
energy relative to the best compared isomer or geometry (same formula, charge and spin)	12.31	kcal/mol

2.
C27H31N7OS2Ti | ωB97M-V/def2-TZVPD

The geometry in XYZ format:
```
69
Properties=species:S:1:pos:R:3
Ti 0.135 0.101 -0.223
C 0.045 0.482 4.163
C 0.438 0.285 2.736
N -0.449 0.149 1.738
N -1.804 0.141 2.005
C -2.438 -0.101 0.891
O -1.825 -0.366 -0.226
C -3.919 -0.050 0.866
C -4.586 -0.248 -0.341
C -5.971 -0.204 -0.390
C -6.701 0.038 0.765
C -6.039 0.243 1.970
C -4.656 0.203 2.023
C 1.787 0.140 2.314
C 2.893 0.174 3.192
C 4.145 -0.092 2.701
C 4.314 -0.384 1.341
C 3.202 -0.354 0.528
N 1.977 -0.085 0.982
H -1.032 0.612 4.239
H 0.530 1.361 4.594
H 0.329 -0.372 4.785
H -4.003 -0.429 -1.234
H -6.482 -0.357 -1.332
H -7.782 0.072 0.730
H -6.606 0.438 2.871
H -4.134 0.368 2.955
H 2.742 0.394 4.239
H 4.999 -0.077 3.367
H 5.282 -0.606 0.919
H 3.277 -0.522 -0.541
C -2.213 -3.463 -1.536
N -2.168 -3.399 -0.095
C -3.336 -3.599 0.755
C -2.824 -3.194 2.152
N -1.391 -3.045 1.923
C -1.096 -3.047 0.607
S 0.449 -2.692 0.008
H -3.256 -3.524 -1.841
H -1.676 -4.337 -1.909
H -1.768 -2.562 -1.955
H -3.660 -4.642 0.721
H -4.156 -2.964 0.419
H -3.022 -3.964 2.896
H -3.263 -2.251 2.484
H -0.787 -2.517 2.529
C 0.584 -1.209 -3.406
C 1.449 -0.042 -3.055
C 2.424 0.550 -3.817
C 2.912 1.654 -3.067
C 2.204 1.686 -1.891
C 2.323 2.700 -0.796
N 1.306 0.636 -1.864
H 0.838 -1.562 -4.406
H -0.481 -0.942 -3.419
H 0.691 -2.048 -2.715
H 2.741 0.227 -4.796
H 3.685 2.349 -3.354
H 3.368 2.979 -0.653
H 1.957 2.329 0.163
H 1.764 3.613 -1.021
S -2.834 3.677 -0.317
C -2.376 3.155 -1.882
C -1.275 2.368 -1.804
N -0.805 2.164 -0.527
C -1.539 2.806 0.345
H -2.909 3.452 -2.768
H -0.738 1.919 -2.627
H -1.359 2.745 1.408
```

net charge	0
E_LUMO (alpha / beta)	0.48 / -0.08	eV
gap between HOMO and LUMO (alpha / beta)	5.935 / 6.701	eV
multiplicity	3
expectation value of S²	2.0197
energy relative to the best compared isomer or geometry (same formula, charge and spin)	3.24	kcal/mol

3.
C6H9N3O3 | ωB97M-V/def2-TZVPD

The geometry in XYZ format:
```
21
Properties=species:S:1:pos:R:3
C 1.520 -1.222 -0.094
C -0.524 0.151 1.338
C -0.746 -0.738 0.140
C -0.072 0.565 0.007
C -2.161 -0.933 -0.314
C -0.486 1.662 -0.971
N 0.274 -1.734 -0.081
N 1.456 0.138 -0.256
N 2.417 0.968 0.268
O 2.466 -1.990 -0.128
O 3.446 0.442 0.387
O 2.107 2.062 0.740
H -1.132 0.830 1.880
H 0.298 -0.294 1.920
H -2.148 -1.180 -1.471
H -2.520 0.128 -0.228
H -2.776 -1.708 0.299
H 0.485 1.882 -1.464
H -0.919 2.489 -0.442
H -1.074 1.137 -1.667
H 0.089 -2.653 0.139
```

net charge	0
SMILES string	C[C@@]12C[C@]1(C)NC(=O)N2[N+](=O)[O-]
E_LUMO	0.49	eV
gap between HOMO and LUMO	10.336	eV
energy relative to the best compared isomer or geometry (same formula, charge and spin)	117.15	kcal/mol

4.
C5H11NO | ωB97M-V/def2-TZVPD

The geometry in XYZ format:
```
18
Properties=species:S:1:pos:R:3
C -1.313 -1.202 -1.032
C -1.456 -0.752 0.453
C -0.708 0.519 0.800
C -1.143 1.298 1.792
C 0.819 1.333 -0.819
N 0.532 0.646 0.189
H -1.859 -2.141 -1.108
H -1.691 -0.439 -1.703
H -0.263 -1.428 -1.213
H -1.147 -1.604 1.056
H -2.512 -0.537 0.619
H -2.143 1.154 2.180
H -0.603 2.067 2.330
H 1.747 1.096 -1.341
H 0.265 2.186 -1.226
H 2.217 -1.947 -0.589
H 2.489 -0.543 -0.328
O 2.835 -1.265 -0.861
```

net charge	0
SMILES string	C=NC(=C)CC.O
E_LUMO	0.92	eV
gap between HOMO and LUMO	9.767	eV
energy relative to the best compared isomer or geometry (same formula, charge and spin)	53.92	kcal/mol

5.
CH3FP2 | ωB97M-V/def2-TZVPD

The geometry in XYZ format:
```
7
Properties=species:S:1:pos:R:3
C -0.223 -1.590 0.895
F -0.080 -2.573 -0.013
P 1.838 0.488 0.259
P -0.213 0.010 0.197
H 2.160 -0.419 -0.590
H -1.053 0.890 -0.578
H -0.762 0.550 1.277
```

net charge	0
E_LUMO (alpha / beta)	0.36 / -2.40	eV
gap between HOMO and LUMO (alpha / beta)	7.784 / 5.906	eV
multiplicity	3
expectation value of S²	2.0075
energy relative to the best compared isomer or geometry (same formula, charge and spin)	16.88	kcal/mol

6.
C2H7N5 | ωB97M-V/def2-TZVPD

The geometry in XYZ format:
```
14
Properties=species:S:1:pos:R:3
C 1.082 1.449 0.049
N 0.539 0.346 -0.738
N -0.801 -0.077 0.340
N 1.297 -0.793 -0.586
N -2.136 -0.133 -0.021
C -0.285 -1.239 0.840
N 0.871 -1.643 0.411
H 1.459 -1.301 -1.452
H -2.478 0.800 -0.210
H -2.327 -0.751 -0.807
H -0.872 -1.866 1.491
H 0.367 2.268 0.012
H 2.016 1.760 -0.424
H 1.268 1.182 1.093
```

net charge	0
SMILES string	CN1NN=CN1N
E_LUMO	1.04	eV
gap between HOMO and LUMO	9.275	eV
energy relative to the best compared isomer or geometry (same formula, charge and spin)	97.50	kcal/mol

7.
C20H48CrF7N5O9S2 | ωB97M-V/def2-TZVPD

The geometry in XYZ format:
```
92
Properties=species:S:1:pos:R:3
Cr 1.445 0.119 0.788
F 0.118 -0.852 -0.424
C 4.262 2.943 0.676
F 4.982 3.914 0.164
F 4.823 2.601 1.885
F 3.021 3.394 0.812
S 4.284 1.358 -0.486
O 5.045 1.721 -1.677
O 4.839 0.249 0.270
N 2.540 0.974 -0.598
S 2.246 1.386 -2.181
O 3.091 0.776 -3.145
O 0.833 1.049 -2.427
C 2.338 3.370 -2.331
F 1.808 3.741 -3.485
F 1.572 3.836 -1.327
F 3.602 3.718 -2.288
C 5.265 -5.169 1.030
O 4.197 -4.319 0.953
C 4.452 -3.251 0.100
C 3.103 -2.445 -0.186
N 2.678 -1.735 0.987
C 1.808 -2.662 1.776
C 1.023 -1.922 2.877
O 0.262 -0.908 2.213
C -1.048 -0.785 2.720
H 4.946 -5.994 1.667
H 6.058 -4.657 1.574
H 5.658 -5.593 0.106
H 4.739 -3.615 -0.887
H 5.319 -2.627 0.315
H 2.395 -3.158 -0.609
H 3.329 -1.751 -0.995
H 3.497 -1.695 1.577
H 2.437 -3.438 2.212
H 1.141 -3.235 1.133
H 1.702 -1.392 3.545
H 0.449 -2.668 3.427
H -1.595 -0.090 2.084
H -1.018 -0.453 3.758
H -1.432 -1.803 2.651
C -1.803 -4.759 0.779
C -2.336 -3.970 -0.429
C -3.354 -2.916 -0.056
O -4.585 -3.436 0.404
C -5.461 -3.853 -0.610
N -1.223 -3.420 -1.218
H -1.215 -4.166 1.479
H -1.188 -5.607 0.476
H -2.666 -5.093 1.356
H -2.800 -4.749 -1.033
H -3.548 -2.358 -0.972
H -2.990 -2.176 0.657
H -6.234 -4.401 -0.072
H -5.013 -4.562 -1.307
H -5.938 -3.081 -1.214
H -0.793 -2.592 -0.830
H -0.484 -4.088 -1.386
C 0.608 2.841 3.145
C -0.492 2.516 2.130
C -1.176 3.764 1.461
O -0.331 4.268 0.401
C -0.813 5.490 -0.014
N 0.137 1.760 1.016
H 0.934 1.936 3.658
H 0.272 3.551 3.901
H 1.547 3.232 2.752
H -1.292 1.951 2.607
H -1.257 4.450 2.304
H -2.180 3.483 1.142
H -1.765 5.477 -0.545
H -0.095 6.084 -0.581
H -0.928 6.122 0.867
H 0.526 2.618 0.653
H -0.659 1.596 0.416
C -2.873 0.384 -2.912
C -2.565 1.463 -1.919
C -3.676 2.559 -1.739
O -4.065 3.283 -2.952
C -3.252 4.471 -3.295
N -2.414 0.799 -0.667
H -2.071 -0.351 -2.992
H -3.176 0.794 -3.876
H -3.726 -0.254 -2.682
H -1.637 1.939 -2.235
H -3.511 3.268 -0.927
H -4.619 2.105 -1.438
H -3.937 5.194 -3.738
H -2.553 4.188 -4.082
H -2.717 4.994 -2.503
H -1.654 0.179 -0.909
H -3.172 0.135 -0.727
```

net charge	0
E_LUMO (alpha / beta)	0.12 / -0.03	eV
gap between HOMO and LUMO (alpha / beta)	7.861 / 8.484	eV
multiplicity	5
expectation value of S²	6.0102

8.
C11H24Cl2N2O2PSSc | ωB97M-V/def2-TZVPD

The geometry in XYZ format:
```
44
Properties=species:S:1:pos:R:3
C -6.558 0.160 -3.554
C -5.364 -0.038 -2.670
H -6.721 1.232 -3.718
H -7.458 -0.282 -3.101
H -6.383 -0.335 -4.521
O -4.630 0.813 -2.206
Cl -5.051 -1.748 -2.345
Sc -1.137 -0.001 -1.087
P 0.411 -0.162 -3.216
C 1.561 1.102 -3.813
C 1.345 -1.700 -3.512
H -1.554 -1.044 -4.347
H -0.345 -0.413 -5.504
H -1.387 0.720 -4.598
C -0.841 -0.231 -4.542
H 0.716 -2.571 -3.268
H 1.663 -1.777 -4.563
H 1.905 0.883 -4.839
H 2.446 1.144 -3.153
H 2.243 -1.724 -2.874
H 1.072 2.091 -3.813
C 0.281 1.818 -0.955
O 1.068 2.593 -0.602
Cl -1.660 -2.223 -1.553
C 0.292 1.290 5.618
C 0.377 0.069 4.723
N 0.247 0.478 3.300
C 0.988 -0.052 2.275
S 0.192 -0.598 0.820
N 2.312 -0.208 2.373
C 3.230 0.200 3.463
C 3.958 -0.998 4.050
H 1.085 2.008 5.366
H 0.406 1.024 6.677
H -0.682 1.767 5.504
H 1.282 -0.508 4.897
H -0.475 -0.604 4.908
H -0.721 0.673 3.040
H 2.748 -0.604 1.539
H 3.961 0.866 2.977
H 2.730 0.799 4.219
H 4.539 -1.503 3.275
H 4.659 -0.694 4.833
H 3.250 -1.714 4.497
```

net charge	+2
E_LUMO	-7.96	eV
gap between HOMO and LUMO	7.845	eV
energy relative to the best compared isomer or geometry (same formula, charge and spin)	22.19	kcal/mol

9.
C5H7N6 | ωB97M-V/def2-TZVPD

The geometry in XYZ format:
```
18
Properties=species:S:1:pos:R:3
C 4.297 1.006 -0.238
C 2.546 -0.220 0.051
C -0.767 -1.692 0.249
C 1.189 -0.581 0.238
C -2.774 0.055 -0.226
N 4.675 -0.218 -0.108
N 3.623 -1.060 0.075
N -1.049 -0.495 -0.209
N 0.162 0.209 -0.182
N 2.912 1.067 -0.148
N 0.530 -1.765 0.594
H 4.894 1.880 -0.300
H -1.427 -2.557 0.244
H -2.965 0.814 0.464
H -3.329 -0.867 -0.119
H -2.670 0.510 -1.190
H 2.219 1.893 -0.229
H 1.022 -2.648 0.725
```

net charge	+1
SMILES string	Cn1c[nH+]c(-c2nnc[nH]2)n1
E_LUMO	-3.96	eV
gap between HOMO and LUMO	9.272	eV
energy relative to the best compared isomer or geometry (same formula, charge and spin)	66.01	kcal/mol

10.
C3H5NO2 | ωB97M-V/def2-TZVPD

The geometry in XYZ format:
```
11
Properties=species:S:1:pos:R:3
C -0.164 0.938 1.273
N -0.427 -0.352 0.834
C 0.310 -0.781 -0.328
C 0.151 0.166 -1.505
O -0.668 1.037 -1.527
O 0.790 1.596 0.952
H -0.915 1.263 2.009
H -0.803 -0.918 1.581
H 1.320 -1.130 -0.144
H -0.259 -1.638 -0.724
H 0.664 -0.181 -2.421
```

net charge	0
SMILES string	O=CCNC=O
E_LUMO	0.77	eV
gap between HOMO and LUMO	10.798	eV
energy relative to the best compared isomer or geometry (same formula, charge and spin)	30.48	kcal/mol

11.
CH3Cl2PS2 | ωB97M-V/def2-TZVPD

The geometry in XYZ format:
```
9
Properties=species:S:1:pos:R:3
C -1.512 0.728 2.478
P -0.564 -0.487 -0.184
S 1.135 -0.380 0.727
S -2.067 0.756 0.963
Cl -0.413 0.476 -2.029
Cl -1.543 3.615 2.272
H -0.438 0.482 2.588
H -1.309 4.729 2.910
H -2.037 1.016 3.368
```

net charge	0
E_LUMO (alpha / beta)	-1.75 / -1.75	eV
gap between HOMO and LUMO (alpha / beta)	6.423 / 6.422	eV
energy relative to the best compared isomer or geometry (same formula, charge and spin)	55.42	kcal/mol

12.
CH6OS | ωB97M-V/def2-TZVPD

The geometry in XYZ format:
```
9
Properties=species:S:1:pos:R:3
C 1.020 -3.482 -0.967
S 1.834 -1.756 -1.400
H 1.855 -4.194 -0.911
H 0.393 -3.910 -1.760
H 0.619 -3.374 0.053
H 2.846 -0.933 -2.050
H -3.417 5.678 2.917
H -2.127 6.143 2.139
O -3.022 5.828 1.980
```

net charge	0
SMILES string	CS.O
E_LUMO	-0.51	eV
gap between HOMO and LUMO	8.429	eV
energy relative to the best compared isomer or geometry (same formula, charge and spin)	58.30	kcal/mol

13.
C24H39AsBiN2O3Se4Si3 | ωB97M-V/def2-TZVPD

The geometry in XYZ format:
```
77
Properties=species:S:1:pos:R:3
Bi -0.005 1.610 1.011
C -1.566 5.792 1.934
O -0.247 6.310 1.793
C 0.829 5.650 2.293
C 1.946 6.432 2.512
C 3.132 5.901 3.021
C 3.186 4.560 3.322
C 2.085 3.735 3.063
C 2.216 2.322 3.388
N 1.508 1.385 2.897
N 1.773 0.110 3.404
C 1.237 -0.824 2.667
O 0.620 -0.693 1.543
C 1.355 -2.218 3.213
C 0.206 -2.998 3.333
C 0.286 -4.298 3.816
C 1.520 -4.832 4.177
C 2.666 -4.055 4.060
C 2.584 -2.752 3.580
C 0.884 4.251 2.524
O -0.147 3.466 2.282
H -1.966 5.589 0.943
H -1.590 4.877 2.516
H -2.164 6.563 2.424
H 1.867 7.487 2.271
H 3.989 6.543 3.181
H 4.086 4.118 3.738
H 2.999 2.031 4.087
H -0.751 -2.574 3.043
H -0.614 -4.897 3.903
H 1.589 -5.850 4.544
H 3.629 -4.464 4.347
H 3.474 -2.140 3.486
Se 2.309 1.492 -0.304
Se 2.592 3.716 -0.955
Se 0.803 3.936 -2.414
Se -0.948 3.648 -0.908
C -3.903 0.431 -1.336
Si -2.694 -0.070 -2.668
C -2.416 1.364 -3.812
C -3.505 -1.408 -3.694
As -0.695 -0.613 -1.537
Si -1.171 -2.736 -0.632
C 0.384 -3.511 0.044
C -1.942 -4.068 -1.709
C -2.395 -2.428 0.752
Si 0.717 -1.133 -3.341
C 1.347 0.459 -4.058
C -0.016 -2.141 -4.731
C 2.182 -2.063 -2.657
H -4.715 1.035 -1.758
H -3.399 1.035 -0.575
H -4.341 -0.442 -0.843
H -3.354 1.617 -4.321
H -1.665 1.130 -4.577
H -2.067 2.238 -3.253
H -4.456 -1.028 -4.089
H -3.712 -2.307 -3.111
H -2.874 -1.699 -4.540
H 0.887 -4.107 -0.725
H 0.134 -4.169 0.884
H 1.082 -2.751 0.410
H -1.478 -4.141 -2.696
H -3.014 -3.909 -1.854
H -1.810 -5.032 -1.203
H -2.177 -1.480 1.253
H -2.345 -3.230 1.498
H -3.418 -2.382 0.364
H 0.541 1.144 -4.337
H 1.963 0.265 -4.946
H 1.958 0.979 -3.313
H -0.724 -1.547 -5.319
H -0.542 -3.027 -4.367
H 0.791 -2.469 -5.396
H 2.536 -1.575 -1.743
H 3.000 -2.063 -3.386
H 1.935 -3.101 -2.413
```

net charge	-1
E_LUMO	2.52	eV
gap between HOMO and LUMO	6.922	eV

14.
FHNOS | ωB97M-V/def2-TZVPD

The geometry in XYZ format:
```
5
Properties=species:S:1:pos:R:3
N -0.263 0.661 0.327
O -1.341 0.591 -1.015
F 0.956 1.255 0.088
S -0.210 -0.938 -0.237
H 0.858 -1.570 0.837
```

net charge	-1
E_LUMO	4.23	eV
gap between HOMO and LUMO	7.833	eV
energy relative to the best compared isomer or geometry (same formula, charge and spin)	107.71	kcal/mol